No. 1
9
Properties=species:S:1:pos:R:3:forces:R:3:mulliken_charge:R:1 method="wB97M-V/def2-TZVPD" fmax_ev_per_a=5.858 homo_ev=-8.58 charge=0
I 4.1541 -0.2927 2.2055 0.3 -0.1 0.4 0.009
I 4.4663 2.1727 -0.8826 -0.1 -0.4 0.0 -0.044
I 3.9011 -2.0486 -1.4445 -0.2 1.3 0.7 -0.115
Si 3.4481 0.1101 -0.0425 -2.8 -0.7 -0.5 0.160
C 0.0632 -0.6145 0.4129 -3.7 0.5 -0.1 -0.385
C 0.7844 0.4254 0.3334 4.6 3.5 -0.9 -0.395
H 0.4161 -1.4747 0.0078 1.2 -3.0 -0.4 0.249
H -1.0626 -0.5994 0.4841 1.1 0.3 0.3 0.244
H 0.7494 1.5489 0.2865 -0.4 -1.6 0.6 0.277



No. 2
30
Properties=species:S:1:pos:R:3:forces:R:3:mulliken_charge:R:1 method="wB97M-V/def2-TZVPD" fmax_ev_per_a=6.881 smiles="CN(C)C(=[N+](C)C)[n+]1ccccc1" homo_ev="-17.11 / -17.11" charge=+2
N -1.1044 1.2370 0.0796 3.8 -5.7 0.0 0.044
N -1.2229 -1.1957 -0.1103 2.3 0.6 -0.5 -0.018
N 1.0040 -0.1480 -0.1508 -0.3 0.5 1.2 0.331
C 3.1726 0.5720 -0.9000 -4.3 0.3 0.9 -0.781
C -0.8943 -2.5628 -0.5229 3.3 1.9 -1.6 -0.973
C 2.9950 -0.8847 1.0095 -0.9 1.5 -2.5 -0.840
C 1.6311 -0.7853 0.8784 1.3 -0.7 0.5 0.039
C 3.7610 -0.1721 0.0805 0.3 -0.4 0.0 -0.128
C -0.4257 -0.1067 -0.0795 -5.5 3.3 0.1 0.377
C -2.5726 -1.2814 0.3453 -1.5 2.3 3.2 -1.236
C -2.3458 1.6156 -0.5502 0.1 1.5 1.8 -1.157
C 1.7387 0.6527 -0.9516 2.6 -0.6 -0.9 0.149
C -0.3899 2.3472 0.6140 0.6 1.8 -1.9 -1.180
H 3.4461 -1.5001 1.7112 0.5 -0.8 1.6 0.521
H -1.0235 2.8239 1.3180 -0.8 1.0 0.3 0.425
H 0.0131 -2.4712 -1.1988 -1.1 -0.9 0.8 0.326
H -2.7203 -1.9909 1.2612 0.7 1.2 -1.7 0.346
H -2.0203 2.1117 -1.4207 -0.4 1.0 -1.2 0.342
H -1.7505 -2.9181 -1.0180 -0.7 -0.7 -0.9 0.398
H 3.6483 1.2480 -1.5284 1.2 0.7 -1.1 0.476
H -2.9073 2.2675 0.1873 0.6 -0.5 -1.1 0.327
H 1.3136 1.2841 -1.7163 -0.7 -0.2 0.1 0.495
H 0.4520 2.1658 1.1733 2.0 -1.5 1.4 0.461
H 4.8228 -0.1586 0.0950 0.8 -0.3 0.3 0.449
H -2.7763 -0.2352 0.6425 -0.7 -1.2 0.6 0.531
H 0.0531 3.0516 -0.1704 -1.3 -0.6 0.7 0.366
H -2.9494 0.8103 -0.7640 -1.2 -1.5 -0.8 0.587
H -0.7378 -3.0813 0.3741 0.5 -1.2 1.0 0.411
H 1.0926 -1.1471 1.7080 -1.4 -0.7 0.3 0.476
H -3.3033 -1.5481 -0.3957 0.1 -0.2 -0.7 0.435